Entry 1:
# C12H27N3O10P2

A structure of composition C12H27N3O10P2 (ωB97M-V/def2-TZVPD, the OMol25 dataset).

```
54
Properties=species:S:1:pos:R:3
O -6.1788 -2.8400 -1.5101
O -2.0356 -1.0608 0.2650
O -5.0725 0.7251 1.9748
O 2.1319 -1.0742 1.5061
O 0.6800 0.6705 -1.9776
O 0.4236 -2.0819 -0.2581
O 0.8798 0.0892 0.9811
O 2.1124 0.5587 -3.0499
O 2.8959 1.5893 -0.7516
O 2.4819 -0.9422 -0.9839
C -5.1656 -2.1793 -1.6941
C -2.5699 -1.2131 1.3543
C -5.5582 0.1401 1.0130
N -1.8778 -0.8870 2.4152
N -6.5203 0.7544 0.3136
N -4.6304 -1.3876 -0.7687
C -4.4585 -2.2216 -3.0286
C -7.3256 0.2112 -0.7813
C 8.8059 1.9181 1.3505
C 4.1146 1.1315 -0.1433
C 7.6370 2.5444 0.5848
C 5.2023 2.2033 -0.1149
C 6.4242 1.6140 0.6121
C -3.9524 -1.8395 1.5400
C -5.0709 -1.2810 0.6264
P 1.4743 -1.0179 0.1953
P 2.0734 0.4352 -1.5757
H -0.4362 -1.6527 -0.0482
H 1.5136 -0.2889 1.6670
H 1.1301 0.7062 -2.8634
H -1.0135 -0.3936 2.2498
H -2.3026 -0.9292 3.3226
H -6.7413 1.6838 0.6378
H -3.7648 -0.9192 -1.0022
H -4.9298 -2.9773 -3.6557
H -3.4110 -2.4764 -2.8737
H -4.5319 -1.2466 -3.5069
H -7.6522 -0.8052 -0.5493
H -6.7452 0.1978 -1.7055
H -8.2102 0.8316 -0.9331
H 9.0866 0.9580 0.9069
H 8.5365 1.7557 2.3988
H 9.6743 2.5831 1.3165
H 4.5361 0.2723 -0.6789
H 3.9035 0.8167 0.8849
H 7.9374 2.7316 -0.4512
H 7.3766 3.5052 1.0406
H 4.8420 3.0956 0.4074
H 5.4695 2.4870 -1.1379
H 6.1554 1.4033 1.6532
H 6.7050 0.6655 0.1415
H -4.2621 -1.7303 2.5788
H -3.8459 -2.9058 1.3443
H -5.9403 -1.9269 0.7616
```

Computed properties:
- lowest unoccupied orbital energy (eV) = 0.36
- multiplicity = 1
- total charge = 0
- orbital gap (eV) = 9.56
- HOMO energy (eV) = -9.20

***

Entry 2:
# C29H29N2O3S2V

A structure of composition C29H29N2O3S2V (ωB97M-V/def2-TZVPD, the OMol25 dataset).

```
66
Properties=species:S:1:pos:R:3
C -1.5674 -1.6388 -0.8687
C -1.0923 -0.7060 -1.8514
C 0.3314 -0.7754 -1.8655
H -1.6992 -0.1562 -2.5740
C 0.7403 -1.7732 -0.9232
C -0.4386 -2.3174 -0.3305
H 1.7483 -2.1468 -0.7686
C -2.0685 1.2416 1.4374
C -2.3804 1.0621 0.0629
C -1.3845 1.7539 -0.7159
H -3.2773 0.5721 -0.3089
C -0.4245 2.3125 0.1904
C -0.8517 1.9857 1.5251
H 0.9829 -0.2825 -2.5861
H -0.4570 -3.1549 0.3600
H -2.6113 -1.8680 -0.6608
H -0.3852 2.3437 2.4366
H -1.4165 1.9437 -1.7898
H -2.6768 0.9436 2.2840
V -0.4040 0.1854 0.3564
C 0.9800 2.7798 -0.1379
C 1.4136 3.7823 0.9354
C 1.0939 3.4019 -1.5253
H 0.6134 4.5318 1.0473
H 2.3286 4.3053 0.6374
H 1.5907 3.3129 1.9092
H 0.3714 4.2225 -1.6265
H 0.9206 2.6821 -2.3342
H 2.1056 3.8062 -1.6528
C 1.7616 1.4174 -0.1726
C 3.1654 1.3454 0.3623
H 1.7795 1.0025 -1.1875
H 1.2840 0.6799 0.5452
O 3.3155 1.5575 1.5636
N 4.1295 0.8719 -0.5451
C 4.0075 -0.5410 -1.0271
H 5.0628 1.0480 -0.1822
C 3.5933 -0.6949 -2.4848
C 3.3823 -1.9726 -3.0391
H 3.5864 -2.8627 -2.4350
C 2.8971 -2.1036 -4.3440
H 2.6851 -3.0938 -4.7504
C 2.6889 -0.9621 -5.1277
H 2.3034 -1.0610 -6.1423
C 3.0042 0.2996 -4.6187
H 2.8998 1.1959 -5.2283
C 3.4780 0.4311 -3.3027
H 3.7855 1.3948 -2.8926
H 3.3250 -1.1274 -0.3815
H 5.0003 -1.0045 -0.9127
O -3.6776 -4.7645 2.2359
S -3.6148 -3.3855 1.8183
O -4.3660 -2.9843 0.6439
N -2.0740 -2.8167 1.7442
C -1.7827 -1.8258 2.5570
S -0.2608 -1.0054 2.4479
C -2.8825 -1.5051 3.4773
C -3.0158 -0.5031 4.4452
C -4.2387 -0.3540 5.1067
C -5.3233 -1.1900 4.8001
C -5.2047 -2.1741 3.8136
C -3.9847 -2.3086 3.1669
H -2.1549 0.1363 4.6550
H -4.3493 0.4267 5.8656
H -6.2725 -1.0741 5.3310
H -6.0183 -2.8415 3.5324
```

Computed properties:
- lowest unoccupied orbital energy (alpha / beta) (eV) = 2.55 / 2.62
- multiplicity = 4
- total charge = -1
- orbital gap (alpha / beta) (eV) = 5.08 / 6.54
- HOMO energy (alpha / beta) (eV) = -2.53 / -3.92

***

Number 1: M 435.31 g mol⁻¹. Number 2: M 568.64 g mol⁻¹.